[1]
A 2-piece molecular cluster, C4H6N2O overall. Source: the OMol25 dataset; level of theory: ωB97M-V/def2-TZVPD.

**Energy**: -340.68797 Eh
**Energy above the lowest of the compared OMol25 structures with the same formula, charge and spin**: 2.910 eV
**Charge**: 0
**Spin multiplicity**: 1
**Highest occupied orbital energy**: -9.3 eV

```
13
C4H6N2O (ωB97M-V/def2-TZVPD)
C -0.65458 1.85339 -0.29722
N -0.48489 -0.63480 0.49184
C 0.67439 -0.95762 -0.27251
C 1.90246 -0.70887 0.14721
O 0.54766 1.98254 -0.19249
C -1.69499 -1.07469 0.19629
N -2.75692 -1.38547 -0.11376
H -0.33487 -0.21651 1.40247
H -1.13753 1.59128 -1.24818
H -1.35660 2.12706 0.51148
H 0.44713 -1.49925 -1.18163
H 2.10298 -0.10680 1.02246
H 2.74576 -0.97028 -0.46595
```

The natural (NBO) scheme yields these atomic charges, measured in e: 0.267, -0.657, -0.001, -0.433, -0.523, 0.410, -0.361, 0.427, 0.120, 0.111, 0.215, 0.206, 0.220

=====

[2]
A 13-piece molecular cluster, C32H95N9O18 overall. Source: the OMol25 dataset; level of theory: ωB97M-V/def2-TZVPD.

**Energy**: -3122.95389 Eh
**Energy above the lowest of the compared OMol25 structures with the same formula, charge and spin**: 4.564 eV
**Charge**: 0
**Spin multiplicity**: 1
**Highest occupied orbital energy**: -8.3 eV

```
154
C32H95N9O18 (ωB97M-V/def2-TZVPD)
C 2.41048 -4.55820 -1.06797
O 1.35977 -5.21165 -0.92183
N 2.87679 -3.74832 -0.19465
N 3.02152 -4.44811 -2.16598
H 3.68421 -3.15054 -0.29882
H 2.50346 -3.69062 0.74204
H 2.66006 -5.01494 -2.91974
H 3.78739 -3.79364 -2.23806
C -1.95276 0.39811 0.98575
O -3.04796 0.42387 1.54494
N -1.63309 1.03969 -0.11422
N -0.85828 -0.13928 1.42115
H -0.65991 1.13867 -0.36567
H -2.27462 1.60138 -0.65558
H -0.10627 -0.17983 0.74813
H -0.86258 -0.60769 2.31596
C 6.07179 1.17610 2.06931
O 7.11258 1.36109 3.08069
C 7.87502 2.57702 2.96396
C 9.32330 2.08571 3.28182
N 9.80516 0.99874 2.41527
C 11.19716 0.65353 2.62228
C 11.61508 -0.50344 1.65901
O 10.86664 -1.65640 1.96398
C 11.49574 -2.83440 1.43949
H 5.83288 0.11592 1.98543
H 6.35719 1.46278 1.05715
H 5.18327 1.73188 2.36885
H 7.36516 3.24616 3.65705
H 7.93038 2.92224 1.93156
H 9.33708 1.64411 4.27828
H 9.95982 2.97003 3.25166
H 9.20990 0.22152 2.66368
H 11.45539 0.26328 3.60671
H 11.84139 1.51562 2.44942
H 12.68745 -0.69691 1.68529
H 11.38350 -0.17423 0.64604
H 10.86308 -3.70686 1.60280
H 12.45648 -3.08905 1.88697
H 11.76916 -2.72973 0.38954
C 4.26205 1.70069 -8.26353
O 2.93495 2.00829 -7.81459
C 3.05799 3.01011 -6.83197
C 1.74242 3.76159 -6.66127
N 0.73955 2.95346 -5.98184
C -0.51587 3.76504 -5.68558
C -1.27845 4.14301 -7.04522
O -1.12004 3.17467 -8.06176
C -1.57741 3.55851 -9.33336
H 5.08189 1.56364 -7.55841
H 4.76789 2.38145 -8.94822
H 4.19349 0.92746 -9.02873
H 3.71462 3.81905 -7.15218
H 3.28826 2.45360 -5.92346
H 1.37286 3.97741 -7.66374
H 1.86579 4.74776 -6.21366
H 0.64385 2.17949 -6.62365
H -0.43700 4.70426 -5.13809
H -1.03387 3.08181 -5.01255
H -1.08336 5.14984 -7.41442
H -2.33070 4.27322 -6.79237
H -2.40547 4.25188 -9.18616
H -2.02051 2.79272 -9.97000
H -0.80846 4.08088 -9.90252
C -5.33808 -7.68298 -3.07772
O -5.12718 -6.62211 -2.17889
C -4.04496 -5.80010 -2.42409
C -4.18494 -4.47699 -1.75199
N -5.49026 -3.93266 -1.99067
C -5.48212 -2.84227 -3.00048
C -5.52115 -3.46144 -4.42477
O -6.23778 -4.69266 -4.45645
C -6.64690 -5.15852 -5.72191
H -4.45783 -8.31839 -3.17541
H -5.56233 -7.22486 -4.04101
H -6.20602 -8.28522 -2.80930
H -3.89898 -5.63839 -3.49210
H -3.10437 -6.28356 -2.16015
H -3.39483 -3.79410 -2.06422
H -4.01897 -4.50984 -0.67520
H -6.00554 -4.66469 -2.45835
H -4.67761 -2.12612 -2.83322
H -6.43653 -2.35047 -2.81245
H -4.49162 -3.71351 -4.67903
H -5.93996 -2.67954 -5.05826
H -7.32445 -4.44449 -6.19007
H -7.25122 -6.06565 -5.72501
H -5.81428 -5.25113 -6.41923
C -3.45088 8.48082 5.40693
O -3.33750 7.54815 4.35665
C -2.00893 7.53629 3.81056
C -1.74441 6.57214 2.64317
N -0.50262 6.87928 1.88198
C -0.26051 5.93527 0.86715
C 0.78923 6.43084 -0.18019
O 1.99249 6.85159 0.41622
C 3.13866 6.44195 -0.21335
H -3.40518 9.48701 4.99026
H -2.78797 8.40399 6.26875
H -4.45646 8.49762 5.82719
H -1.22682 7.12686 4.44991
H -1.71138 8.56947 3.63139
H -2.60179 6.50200 1.97379
H -1.73374 5.58329 3.10161
H 0.23654 6.55657 2.48993
H -1.27162 5.76323 0.49816
H 0.12014 5.00215 1.28247
H 0.44213 7.25115 -0.80844
H 0.98910 5.56602 -0.81284
H 3.26239 6.90706 -1.19134
H 3.24042 5.36899 -0.37615
H 3.97433 6.71544 0.43083
C 1.01241 -2.43014 6.62972
O 0.22660 -3.32790 7.41250
C -1.02860 -2.80512 7.78553
C -2.12850 -2.67909 6.68399
N -2.15750 -3.93656 5.92514
C -3.27765 -4.03533 4.95862
C -3.23501 -5.51899 4.39714
O -3.67144 -6.50495 5.41591
C -3.87215 -7.86211 4.94197
H 0.49450 -1.95316 5.79765
H 1.84677 -2.96387 6.17466
H 1.43833 -1.68877 7.30581
H -0.72871 -1.91439 8.33756
H -1.41195 -3.43833 8.58565
H -1.82223 -1.92604 5.95790
H -3.07583 -2.39291 7.14091
H -2.22520 -4.70154 6.58115
H -3.16543 -3.43384 4.05655
H -4.24575 -3.91689 5.44529
H -2.23899 -5.82889 4.08091
H -3.90748 -5.71762 3.56261
H -3.04589 -8.27336 4.36209
H -4.76158 -7.82986 4.31271
H -4.05424 -8.60805 5.71560
O -7.87971 2.80055 0.60952
H -8.38170 2.64760 1.41005
H -7.40143 1.98384 0.46643
O -5.82569 2.65696 -2.78937
H -6.22044 2.69045 -3.66074
H -6.47088 3.07279 -2.21750
O -7.48491 -0.77732 5.52589
H -6.68360 -0.44548 5.12093
H -8.15547 -0.13544 5.29227
O 1.07140 -4.20022 3.50052
H 0.35487 -4.08903 4.12538
H 1.30644 -5.12573 3.56709
O -7.10117 -1.04843 1.16135
H -6.19806 -0.97748 1.47053
H -7.10017 -1.81791 0.59202
O 2.14891 0.89440 -1.86376
H 2.69392 0.11070 -1.93468
H 2.37820 1.41652 -2.63257
```

Löwdin atomic charge list, values in e, 99 entries: -0.816, 0.003, 0.166, 0.167, 0.110, 0.117, 0.133, 0.117, -0.769, 0.012, 0.152, 0.158, 0.096, 0.119, 0.109, 0.121, -0.083, -0.228, -0.184, -0.203, -0.062, -0.210, -0.237, -0.185, -0.107, 0.076, 0.077, 0.079, 0.120, 0.111, 0.113, 0.113, 0.102, 0.113, 0.116, 0.114, 0.116, 0.086, 0.080, 0.082, -0.129, -0.163, -0.243, -0.236, -0.060, -0.128, -0.219, -0.199, -0.111, 0.087, 0.076, 0.085, 0.121, 0.123, 0.111, 0.120, 0.097, 0.106, 0.099, 0.109, 0.107, 0.080, 0.087, 0.088, -0.087, -0.175, -0.260, -0.222, -0.055, -0.169, -0.197, -0.219, -0.111, 0.089, 0.069, 0.092, 0.112, 0.127, 0.120, 0.111, 0.072, 0.116, 0.104, 0.114, 0.119, 0.081, 0.088, 0.089, -0.136, -0.168, -0.217, -0.198, -0.064, -0.238, -0.195, -0.182, -0.150, 0.082, 0.087